# 1
The following is a DFT calculation (ωB97M-V/def2-TZVPD) of a cluster of 7 separate species, C20H41N3O12 in total.

```
76
C20H41N3O12 (ωB97M-V/def2-TZVPD)
N 16.693 -13.961 7.064
H 17.551 -13.538 6.739
H 16.061 -13.208 7.296
H 16.935 -14.469 7.902
H 16.298 -14.513 6.316
C 13.465 -3.283 2.164
C 13.977 -3.696 3.513
N 14.787 -4.964 3.422
C 16.166 -5.090 3.276
C 16.446 -6.443 3.196
N 15.228 -7.073 3.066
C 14.214 -6.193 3.273
C 15.077 -8.511 2.803
H 12.922 -2.339 2.205
H 12.872 -4.065 1.691
H 14.399 -3.195 1.608
H 13.133 -3.827 4.190
H 14.618 -2.925 3.940
H 16.811 -4.225 3.224
H 17.386 -6.966 3.096
H 13.180 -6.492 3.368
H 14.033 -8.783 2.965
H 15.678 -9.104 3.492
H 15.380 -8.794 1.795
C 15.331 -5.619 8.485
C 16.640 -5.363 8.308
C 17.619 -6.496 8.139
O 18.912 -6.348 7.919
C 17.250 -7.838 8.149
C 15.800 -8.239 8.355
C 14.777 -6.984 8.570
O 13.591 -7.233 8.796
O 15.333 -9.389 8.501
O 16.985 -4.121 8.219
H 14.634 -4.808 8.335
H 18.030 -8.551 7.929
C 18.533 -12.635 11.857
C 18.772 -14.110 12.013
O 18.041 -14.907 11.043
O 17.225 -12.210 12.030
H 18.963 -12.299 10.913
H 19.012 -12.080 12.664
H 18.400 -14.355 13.008
H 19.843 -14.303 12.069
H 17.937 -15.778 11.435
H 16.891 -12.058 11.143
C 21.085 -11.986 1.772
C 20.522 -12.827 2.881
O 20.269 -12.130 4.089
O 20.114 -11.041 1.426
H 21.451 -12.510 0.889
H 21.954 -11.410 2.089
H 21.122 -13.667 3.231
H 19.568 -13.303 2.654
H 20.720 -11.289 3.985
H 20.655 -10.529 0.820
C 21.961 -17.479 7.285
C 22.446 -18.395 6.189
O 23.241 -17.814 5.174
O 22.954 -17.342 8.281
H 21.031 -17.863 7.704
H 21.643 -16.510 6.899
H 21.517 -18.758 5.750
H 22.947 -19.311 6.502
H 24.122 -17.654 5.521
H 22.948 -18.093 8.880
C 15.648 -16.896 2.814
C 16.788 -17.671 3.541
O 16.569 -17.733 4.928
O 15.517 -15.587 3.214
H 14.676 -17.375 2.928
H 15.920 -17.029 1.767
H 17.783 -17.288 3.314
H 16.694 -18.694 3.176
H 15.869 -18.372 5.081
H 15.157 -15.101 2.468
```

Properties
HOMO-LUMO gap = 2.22 eV
E_HOMO = -3.739 eV

Results of the Löwdin charge analysis, in e, for atoms 1 through 5:
1. N 0.36
2. H 0.15
3. H 0.16
4. H 0.15
5. H 0.15

# 2
The following is a DFT calculation (ωB97M-V/def2-TZVPD) of the molecule C6H12O.

```
19
C6H12O (ωB97M-V/def2-TZVPD)
C -2.692 0.274 -0.108
C -1.218 0.276 0.149
C -0.452 -1.012 0.082
C 0.663 -0.894 0.999
C 1.961 -0.524 0.371
C 1.750 0.863 -0.294
O 1.912 0.797 -1.699
H -2.889 -0.293 -1.029
H -3.339 -0.144 0.677
H -3.017 1.308 -0.281
H -0.833 1.088 0.759
H 0.732 1.216 -0.101
H -0.177 -1.366 -0.925
H -1.149 -1.754 0.513
H 0.507 -0.848 2.072
H 2.189 -1.223 -0.450
H 2.811 -0.521 1.059
H 2.434 1.594 0.149
H 1.099 1.137 -2.091
```

Properties
HOMO-LUMO gap (spin up / spin down) = 8.55 / 7.75 eV
E_HOMO (spin up / spin down) = -7.800 / -7.377 eV

Results of the Löwdin charge analysis, in e, for atoms 1 through 5:
1. C -0.13
2. C -0.15
3. C -0.26
4. C -0.11
5. C -0.18

Looking at energy relative to the best compared isomer or geometry (same formula, charge and spin) for the records above, in order, we have 264.5 101.1 kcal/mol.